The following is a quantum chemistry calculation of a molecular structure, C27H41IrO3Se2, from OMol25.

Geometry as XYZ:
```
74
Properties=species:S:1:pos:R:3:mulliken_spin:R:1
Ir -0.355 -0.146 0.130 -0.008
C 3.452 2.124 -0.458 0.007
C 2.647 1.000 0.105 -0.010
C 2.217 0.978 1.403 0.005
C 1.412 -0.090 1.902 -0.002
C 1.032 -0.084 3.354 0.000
C 1.293 -1.266 1.127 0.000
C 1.767 -1.292 -0.224 0.000
C 1.884 -2.557 -1.026 0.001
C 2.283 -0.103 -0.728 0.000
H 4.518 1.890 -0.392 0.000
H 3.284 3.047 0.097 -0.005
H 3.223 2.288 -1.511 -0.001
H 2.452 1.802 2.068 0.000
H 1.942 0.011 3.950 0.000
H 0.547 -1.010 3.654 0.000
H 0.398 0.766 3.611 0.000
H 0.972 -2.182 1.603 0.000
H 2.934 -2.856 -1.043 0.000
H 1.575 -2.416 -2.061 0.000
H 1.329 -3.377 -0.588 0.000
H 2.569 -0.073 -1.775 0.000
C -3.831 0.887 1.048 0.000
Se -2.014 0.696 1.702 0.002
C -2.357 -0.939 2.710 0.000
C -2.745 -2.112 1.845 0.000
Se -1.705 -2.242 0.172 0.002
C -0.898 -3.975 0.532 0.000
H -4.428 1.041 1.946 0.000
H -4.164 -0.002 0.522 0.000
H -3.860 1.765 0.415 0.000
H -3.159 -0.687 3.407 0.000
H -1.458 -1.129 3.290 0.000
H -3.788 -2.079 1.537 0.000
H -2.580 -3.050 2.372 0.000
H -0.178 -3.954 1.345 0.000
H -0.460 -4.340 -0.392 0.000
H -1.741 -4.613 0.792 0.000
C 1.721 8.088 -0.402 0.020
C 1.168 6.720 -0.378 0.151
C 0.790 6.074 -1.576 0.164
C 0.234 4.827 -1.557 0.121
C -0.219 4.141 -2.805 0.009
C 0.064 4.183 -0.288 -0.044
C 0.416 4.808 0.937 0.079
C 0.149 4.121 2.246 0.009
C 0.970 6.055 0.872 0.215
C -0.583 2.823 -0.213 0.137
O -1.790 2.742 -0.077 0.022
O 0.258 1.839 -0.226 0.049
H 2.147 8.349 -1.368 0.003
H 2.444 8.251 0.397 0.011
H 0.898 8.794 -0.210 0.052
H 0.943 6.593 -2.514 0.006
H 0.082 4.697 -3.690 0.000
H -1.309 4.054 -2.812 0.005
H 0.205 3.137 -2.873 -0.002
H 0.465 3.075 2.213 -0.001
H -0.917 4.143 2.479 0.000
H 0.681 4.612 3.059 -0.001
H 1.259 6.570 1.780 0.001
C -1.473 0.592 -3.990 0.000
C -2.834 0.083 -3.515 0.000
C -2.781 0.331 -2.025 0.001
O -1.372 0.057 -1.686 0.001
C -0.532 0.127 -2.897 0.000
H -1.474 1.680 -4.056 0.000
H -1.189 0.190 -4.960 0.000
H -2.946 -0.982 -3.721 0.000
H -3.666 0.612 -3.977 0.000
H -3.389 -0.361 -1.449 0.000
H -2.985 1.364 -1.750 0.000
H -0.148 -0.880 -3.069 0.000
H 0.284 0.814 -2.685 -0.001
```

Summary:
net charge	+3
E_tot	-6185.3533	Ha
highest occupied orbital energy (spin up / spin down)	-17.37 / -17.36	eV
spin multiplicity	2
largest force on an atom	0.6	eV/Å
gap between HOMO and LUMO (spin up / spin down)	7.4 / 5.8	eV
⟨S²⟩	0.768

The following is a quantum chemistry calculation of a molecular structure, C38H40BrFeN7O5SSb at a distorted geometry, from OMol25.

Geometry as XYZ:
```
94
Properties=species:S:1:pos:R:3:mulliken_charge:R:1
Fe 0.397 -0.462 0.018 1.351
O -0.852 -6.640 -2.058 -0.501
C -1.201 -5.572 -1.305 0.600
O -1.977 -5.679 -0.408 -0.495
C -0.606 -4.266 -1.705 0.347
C -0.507 -3.729 -2.969 -0.741
N -0.082 -2.461 -2.826 -0.360
N 0.102 -2.146 -1.537 1.096
C -0.209 -3.222 -0.846 -0.115
C 0.018 -3.169 0.638 -0.020
O 0.334 -4.170 1.235 -0.682
O -0.111 -1.964 1.095 -0.595
H -0.185 -6.415 -2.715 0.356
H -0.727 -4.150 -3.939 0.478
H 0.091 -1.773 -3.542 0.109
C 5.042 -3.505 -1.040 -1.423
C 4.468 -2.119 -0.925 0.520
C 5.258 -0.979 -0.933 -0.432
C 4.681 0.278 -0.837 -0.829
C 3.309 0.341 -0.753 0.062
Br 2.417 2.012 -0.697 -0.002
N 2.522 -0.727 -0.729 0.523
C 3.102 -1.932 -0.799 -1.119
H 6.109 -3.469 -1.254 0.408
H 4.547 -4.064 -1.835 0.340
H 4.895 -4.057 -0.109 0.300
H 6.336 -1.070 -1.014 0.403
H 5.276 1.180 -0.830 0.516
H 2.430 -2.782 -0.733 0.584
C -3.017 1.378 2.233 -1.303
C -2.576 2.633 1.513 -0.095
C -2.694 3.879 2.125 -0.354
C -2.251 5.036 1.495 -0.871
C -1.662 4.961 0.242 -0.804
C -1.553 3.727 -0.391 -1.023
C -2.031 2.575 0.224 1.610
Sb -1.841 0.691 -0.743 0.449
C -1.237 1.311 -2.712 1.211
C 0.026 0.855 -3.107 -1.475
C 0.585 1.214 -4.326 -1.475
C -0.139 2.029 -5.182 -0.859
C -1.403 2.468 -4.814 -0.820
C -1.974 2.130 -3.586 0.850
C -3.354 2.642 -3.258 -1.077
C -3.898 0.247 -1.095 0.865
C -4.870 1.133 -0.642 -0.360
C -6.215 0.854 -0.825 -0.912
C -6.591 -0.321 -1.461 -0.875
C -5.621 -1.199 -1.923 -0.720
C -4.266 -0.937 -1.742 0.336
C -3.230 -1.902 -2.260 -1.002
H -3.265 1.587 3.276 0.516
H -2.232 0.614 2.204 0.330
H -3.909 0.946 1.774 0.240
H -3.141 3.945 3.113 0.470
H -2.360 5.995 1.989 0.411
H -1.296 5.855 -0.248 0.454
H -1.092 3.669 -1.372 0.501
H 0.592 0.206 -2.448 1.195
H 1.577 0.871 -4.597 0.539
H 0.279 2.323 -6.138 0.401
H -1.967 3.097 -5.495 0.444
H -3.635 3.454 -3.930 0.501
H -3.410 3.009 -2.232 0.103
H -4.095 1.846 -3.360 0.247
H -4.582 2.064 -0.164 0.318
H -6.966 1.550 -0.472 0.473
H -7.640 -0.554 -1.599 0.406
H -5.918 -2.114 -2.424 0.419
H -3.698 -2.714 -2.814 0.536
H -2.661 -2.336 -1.435 0.207
H -2.538 -1.385 -2.931 0.203
C 0.677 2.295 4.833 -1.181
N 0.190 1.875 3.536 -0.224
C 0.932 1.314 2.566 0.098
N 2.259 1.223 2.767 -0.149
O 0.384 0.953 1.498 0.375
H -0.177 2.541 5.458 0.376
H 1.320 3.175 4.765 0.299
H 1.225 1.490 5.328 0.361
H -0.783 1.981 3.318 0.085
H 2.668 1.455 3.654 0.219
H 2.811 0.655 2.141 -0.248
S 3.408 -1.743 2.338 -0.382
C 4.324 -1.148 3.584 0.250
N 4.380 -1.857 4.771 -0.037
C 5.087 -1.462 5.846 -0.063
C 5.823 -0.327 5.784 -0.734
C 5.755 0.388 4.570 0.053
N 5.035 0.024 3.533 -0.486
H 3.835 -2.707 4.791 0.243
H 5.019 -2.078 6.732 0.437
H 6.416 0.013 6.618 0.392
H 6.305 1.319 4.459 0.427
```

Summary:
net charge	+1
E_tot	-6707.5468	Ha
highest occupied orbital energy	-10.65	eV
spin multiplicity	1
largest force on an atom	1.1	eV/Å
gap between HOMO and LUMO	8.1	eV

The following is a quantum chemistry calculation of a single C12H12O molecule at a distorted geometry, from OMol25.

Geometry as XYZ:
```
25
Properties=species:S:1:pos:R:3:nbo_charge:R:1
C 3.502 -0.113 -0.449 -0.219
C 3.130 1.203 -0.163 -0.221
C 2.626 -1.156 -0.410 -0.162
C 1.995 1.481 0.512 -0.258
C 1.399 -0.882 0.330 -0.248
C 1.162 0.406 0.906 0.345
C 0.610 -1.915 0.629 0.183
C -0.501 -2.550 0.855 -0.475
C -1.074 1.814 -0.364 -0.501
C -1.210 1.329 1.035 0.034
C -2.088 0.837 0.041 0.095
C -2.825 -0.313 -0.421 -0.680
O 0.009 0.600 1.625 -0.536
H 4.385 -0.294 -0.975 0.206
H 3.834 1.933 -0.495 0.214
H 2.827 -2.201 -0.716 0.224
H 1.681 2.489 0.771 0.227
H -1.151 -2.430 0.008 0.197
H -0.579 -3.427 1.470 0.224
H -1.292 2.830 -0.673 0.222
H -0.084 1.549 -0.752 0.233
H -1.492 1.851 1.924 0.208
H -3.765 -0.611 0.128 0.234
H -2.308 -1.329 -0.335 0.229
H -3.150 -0.036 -1.415 0.228
```

Summary:
E_tot	-539.4361	Ha
highest occupied orbital energy (spin up / spin down)	-6.69 / -7.92	eV
spin multiplicity	1
largest force on an atom	2.1	eV/Å
gap between HOMO and LUMO (spin up / spin down)	6.5 / 7.7	eV